No. 1
17
Properties=species:S:1:pos:R:3 method="wB97M-V/def2-TZVPD" max_force_ev_per_a=2.9 charge=-2 e_lumo_ev=6.887 energy_ev=-10449.1550 gap_ev=6.6 de_lowest_kj_mol=84.8
O -0.4251 -3.1754 -1.5005
C 1.3276 -0.5282 -0.4862
H 1.9643 0.3524 -0.5979
C -0.0963 -0.1357 -0.0503
H 0.1702 -3.2957 -0.7588
H 0.6953 1.3552 1.6051
H 0.6569 -2.0678 -1.6136
H 1.8128 -1.0209 0.3896
H -0.6523 2.4643 -0.0679
C -1.0952 2.0678 0.9018
O -1.1105 2.9925 1.8454
O 1.4398 -1.3643 -1.6085
H -0.4313 0.4584 -0.9232
C -0.1141 0.7593 1.1606
H -0.4274 0.2495 2.0857
H -0.7452 -1.0052 0.0235
H -2.0512 1.5733 0.5740



No. 2
17
Properties=species:S:1:pos:R:3 method="wB97M-V/def2-TZVPD" smiles="CCC(=O)OC.O" max_force_ev_per_a=3.2 e_lumo_ev=0.578 energy_ev=-10452.1870 gap_ev=10.5 de_lowest_kj_mol=102.0
H 2.4472 1.4995 -0.2559
O 0.1802 -1.9579 -1.0855
H -3.2974 0.9215 2.6481
C 2.0935 -0.4225 -0.8262
H -3.0445 -0.4889 3.2577
C 2.2666 1.0300 -1.2375
H 2.6135 -1.0878 -1.5420
H -1.9007 -1.0097 0.6812
H -1.9049 0.7791 0.5843
H 2.5125 -0.6173 0.1798
H -2.0221 -0.1993 -0.9118
H 1.3878 1.5095 -1.7005
O -3.4401 -0.0372 2.4781
O -0.1024 -0.0508 0.0936
H 3.1447 1.2095 -1.8803
C 0.6267 -0.9335 -0.5715
C -1.5605 -0.1440 0.0884



No. 3
17
Properties=species:S:1:pos:R:3 method="wB97M-V/def2-TZVPD" smiles="C[C@@H](O)CC=O.O" max_force_ev_per_a=1.2 e_lumo_ev=0.420 energy_ev=-10452.1450 gap_ev=9.9 de_lowest_kj_mol=106.0
H -1.2852 0.0107 2.0750
C 1.0932 0.7918 0.9306
H -0.0916 -1.2609 2.4138
H -1.7990 -2.6821 -1.1861
H -1.4539 -1.5624 1.3411
C 1.5233 1.5909 -0.2632
H 0.6393 -1.0356 -0.0780
O 2.3809 1.1937 -1.0160
C 0.0754 -0.2720 0.4644
H -1.3553 -0.3182 -0.8134
H 0.5492 1.3989 1.6562
O -2.4943 -2.0215 -1.2793
O -0.8149 0.3825 -0.4425
H -3.2598 -2.4332 -0.8657
C -0.7201 -0.8153 1.6432
H 1.0131 2.5133 -0.5737
H 1.9899 0.3330 1.3416



No. 4
17
Properties=species:S:1:pos:R:3 method="wB97M-V/def2-TZVPD" smiles="C=C[C@@H](C)O.OO" max_force_ev_per_a=3.9 e_lumo_ev=0.764 energy_ev=-10448.0241 gap_ev=10.7 de_lowest_kj_mol=503.6
H 1.0680 -0.6203 0.7980
H 0.1840 -4.2373 -0.0005
H 0.0067 2.5077 -0.4991
H -1.1847 2.4529 0.5554
H -1.4221 0.1371 0.6071
O 0.2519 -2.8673 -1.3152
H 0.1335 -0.2159 -1.9175
C 1.3494 1.1630 1.5568
C -0.5943 0.5048 -0.0769
O -0.5154 -0.3360 -1.1991
O -0.4893 -3.7247 -0.3842
H -1.6367 2.0363 -1.1502
H -0.0505 -1.9842 -1.2473
H 2.1398 0.6989 2.1547
H 1.0620 2.1592 1.7116
C 0.5996 0.3701 0.8129
C -0.9019 1.9555 -0.4063



No. 5
17
Properties=species:S:1:pos:R:3 method="wB97M-V/def2-TZVPD" smiles="C=C/C=C/O.O.O" max_force_ev_per_a=3.4 e_lumo_ev=0.220 energy_ev=-10449.0789 gap_ev=8.3 de_lowest_kj_mol=401.8
C 0.4734 -1.2513 -0.7522
C 0.8105 -2.0037 0.4545
H 1.2445 -2.9893 0.3514
H 1.9892 1.5269 -0.3263
H -0.8575 -1.1688 1.5733
O -0.9743 0.4148 -1.4754
O 1.7131 1.3441 0.5859
H -0.4244 2.5212 0.5587
H 2.4688 0.8694 0.9464
H -0.9125 1.0395 -0.7465
C -0.8265 -0.8426 -0.9399
O -1.2823 2.8635 0.2575
H -1.9487 2.3230 0.6855
H 1.0357 -1.5328 -1.6438
C -0.0010 -1.8315 1.5355
H -1.7142 -1.3414 -0.5432
H -0.0920 -2.5814 2.2995



No. 6
17
Properties=species:S:1:pos:R:3 method="wB97M-V/def2-TZVPD" max_force_ev_per_a=2.2 e_lumo_ev=0.767 energy_ev=-10451.0383 gap_ev=10.9 de_lowest_kj_mol=212.8
H 1.1002 1.3016 0.1349
H -2.4685 -0.9597 -1.2665
H -1.3267 0.5882 -2.3482
C 1.0223 0.7171 -1.5883
H 3.2875 0.6235 0.9248
H -0.7706 -1.3201 -0.8599
H 2.4233 -0.1657 2.2522
O 1.2449 1.0082 1.0907
H -2.1683 -1.1854 1.1999
C -1.5713 -0.5698 -0.7720
C 2.3439 0.1452 1.2089
H -2.6560 0.4637 0.7693
C -1.8616 -0.2756 0.6905
O -1.1548 0.6358 -1.4025
O 1.3064 -0.3688 -1.8144
H 2.2237 -0.7669 0.6096
H -0.9744 0.1288 1.1709